The following is a quantum chemistry calculation of a 11-piece molecular cluster, C58H137O40P7 overall at a distorted geometry, from OMol25.

Results
E_HOMO ... -10.050 eV
Net charge ... 0
LUMO ... 0.0236 Ha
Gap between HOMO and LUMO ... 10.69 eV
SMILES string ... CCOP(=O)(OCC)OCC.CCOP(=O)(OCC)OCC.CCOP(=O)(OCC)OCC.CCOP(=O)(OCC)OCC.CCOP(=O)(OCC)OCC.CCOP(=O)(OCC)OCC.CCOP(=O)(OCC)OCC.CCOC(=O)OC.CCOC(=O)OC.CCOC(=O)OC.CCOC(=O)OC

Cartesian coordinates (Å):
C: 1.46 1.22 -4.89
C: 2.54 2.12 -4.38
O: 3.50 1.25 -3.60
P: 5.01 1.61 -3.50
O: 5.32 3.04 -3.34
O: 5.62 0.79 -2.34
C: 5.57 -0.61 -2.15
C: 6.74 -1.48 -2.51
O: 5.61 0.93 -4.80
C: 6.90 1.44 -5.33
C: 7.22 0.55 -6.51
H: 1.00 1.74 -5.76
H: 1.95 0.33 -5.40
H: 0.73 0.86 -4.14
H: 3.16 2.58 -5.21
H: 2.23 2.89 -3.67
H: 5.28 -0.72 -1.12
H: 4.73 -0.96 -2.75
H: 6.87 -1.64 -3.60
H: 7.77 -1.22 -2.18
H: 6.51 -2.47 -2.12
H: 6.79 2.50 -5.69
H: 7.68 1.35 -4.59
H: 7.23 -0.49 -6.20
H: 6.42 0.77 -7.21
H: 8.17 0.82 -6.98
C: 1.89 -0.52 -1.61
C: 2.01 -2.02 -2.04
O: 1.70 -2.09 -3.49
P: 2.32 -3.18 -4.42
O: 2.17 -4.62 -4.14
O: 1.84 -2.70 -5.87
C: 1.30 -3.63 -6.87
C: -0.15 -3.97 -6.87
O: 3.94 -2.76 -4.47
C: 4.81 -3.59 -5.22
C: 5.16 -2.87 -6.53
H: 2.54 0.21 -2.05
H: 0.88 -0.17 -1.88
H: 1.99 -0.54 -0.50
H: 3.04 -2.36 -1.84
H: 1.30 -2.72 -1.57
H: 1.61 -3.15 -7.81
H: 1.83 -4.56 -6.75
H: -0.34 -4.81 -6.22
H: -0.66 -3.12 -6.49
H: -0.55 -4.16 -7.87
H: 5.77 -3.77 -4.65
H: 4.36 -4.54 -5.52
H: 4.31 -2.83 -7.23
H: 5.57 -1.87 -6.33
H: 5.96 -3.47 -7.00
C: -5.94 -3.00 4.14
C: -4.80 -2.53 5.13
O: -3.96 -1.55 4.51
P: -4.11 0.00 4.53
O: -2.98 0.71 3.94
O: -4.27 0.34 6.06
C: -3.26 0.88 6.93
C: -2.23 -0.14 7.28
O: -5.61 0.17 4.01
C: -6.26 1.39 4.39
C: -7.52 1.59 3.65
H: -6.64 -2.21 3.87
H: -5.46 -3.41 3.25
H: -6.53 -3.86 4.56
H: -5.24 -2.14 6.01
H: -4.18 -3.38 5.43
H: -2.82 1.69 6.37
H: -3.74 1.23 7.86
H: -2.80 -0.92 7.76
H: -1.80 -0.54 6.37
H: -1.38 0.09 7.88
H: -6.57 1.39 5.44
H: -5.56 2.18 4.26
H: -7.35 1.61 2.57
H: -8.16 0.74 3.84
H: -8.02 2.51 3.95
C: 3.73 -4.15 1.78
C: 3.16 -4.56 0.47
O: 1.79 -3.89 0.43
P: 0.50 -4.85 0.80
O: 0.36 -5.11 2.20
O: -0.75 -4.16 0.09
C: -1.80 -3.45 0.80
C: -2.95 -4.39 0.75
O: 0.61 -6.21 -0.02
C: 1.26 -6.26 -1.38
C: 0.42 -7.08 -2.36
H: 4.70 -4.67 2.02
H: 3.80 -3.05 1.69
H: 3.01 -4.53 2.50
H: 3.76 -4.08 -0.33
H: 3.08 -5.58 0.25
H: -1.49 -3.31 1.83
H: -2.01 -2.56 0.26
H: -3.19 -4.76 -0.24
H: -2.81 -5.26 1.38
H: -3.89 -3.97 1.02
H: 1.50 -5.28 -1.81
H: 2.20 -6.72 -1.24
H: 0.90 -7.17 -3.35
H: 0.37 -8.05 -1.95
H: -0.62 -6.86 -2.48
C: -0.77 -4.21 6.44
C: 0.65 -4.35 5.94
O: 1.62 -3.45 6.59
P: 1.55 -1.87 6.36
O: 0.76 -1.46 5.20
O: 0.99 -1.13 7.62
C: 1.46 -1.51 8.88
C: 0.43 -2.42 9.52
O: 3.08 -1.44 6.36
C: 3.78 -1.85 5.16
C: 4.91 -2.82 5.33
H: -1.12 -3.18 6.29
H: -1.47 -4.94 6.03
H: -0.84 -4.40 7.49
H: 0.93 -5.39 6.16
H: 0.68 -4.22 4.83
H: 2.49 -1.91 8.87
H: 1.48 -0.56 9.49
H: -0.50 -1.87 9.56
H: 0.28 -3.19 8.81
H: 0.56 -2.84 10.49
H: 3.01 -2.11 4.39
H: 4.13 -0.88 4.77
H: 5.62 -2.80 4.46
H: 5.45 -2.80 6.31
H: 4.43 -3.85 5.39
C: -1.71 -3.06 -2.81
C: -2.02 -1.54 -2.70
O: -3.28 -1.15 -3.28
P: -3.36 -0.78 -4.82
O: -2.76 -1.74 -5.75
O: -4.83 -0.42 -5.03
C: -5.83 -1.28 -5.66
C: -6.21 -0.63 -6.95
O: -2.66 0.65 -4.74
C: -2.51 1.34 -5.99
C: -2.29 2.85 -5.73
H: -2.51 -3.59 -2.35
H: -1.61 -3.41 -3.83
H: -0.77 -3.32 -2.32
H: -2.14 -1.25 -1.65
H: -1.20 -0.94 -3.17
H: -5.43 -2.31 -5.76
H: -6.67 -1.21 -4.97
H: -7.13 -0.99 -7.43
H: -6.45 0.42 -6.60
H: -5.39 -0.70 -7.69
H: -1.69 0.90 -6.56
H: -3.38 1.21 -6.60
H: -3.16 3.37 -5.33
H: -1.48 3.17 -5.13
H: -2.18 3.30 -6.71
C: 5.78 5.90 -2.24
C: 4.50 6.01 -2.91
O: 3.39 6.33 -1.96
P: 2.38 5.39 -1.25
O: 2.32 4.07 -1.93
O: 1.11 6.34 -1.08
C: 0.24 6.55 -2.18
C: -1.02 7.30 -1.78
O: 2.92 5.32 0.17
C: 2.10 4.80 1.21
C: 1.77 5.83 2.31
H: 5.99 6.83 -1.74
H: 5.74 5.09 -1.49
H: 6.64 5.59 -2.92
H: 4.48 6.89 -3.53
H: 4.27 5.09 -3.48
H: 0.74 7.18 -2.90
H: -0.02 5.56 -2.61
H: -1.80 7.30 -2.51
H: -1.43 6.97 -0.81
H: -0.79 8.34 -1.64
H: 1.14 4.34 0.76
H: 2.64 3.92 1.67
H: 1.41 5.32 3.23
H: 2.67 6.34 2.54
H: 1.14 6.61 1.91
C: 5.48 2.60 0.31
C: 4.06 1.98 0.11
O: 3.50 1.68 1.47
C: 3.28 0.44 1.72
O: 3.80 -0.47 1.14
O: 2.60 0.26 2.88
C: 1.79 1.37 3.26
H: 6.13 1.82 0.73
H: 5.44 3.43 0.95
H: 5.83 2.99 -0.66
H: 3.99 1.05 -0.41
H: 3.35 2.69 -0.34
H: 1.13 1.17 4.15
H: 1.13 1.72 2.48
H: 2.41 2.23 3.52
C: -1.55 7.83 4.56
C: -2.10 7.97 3.14
O: -1.99 6.73 2.41
C: -2.79 5.76 2.77
O: -3.62 5.84 3.70
O: -2.66 4.76 1.92
C: -3.43 3.61 2.27
H: -0.67 7.14 4.39
H: -2.35 7.41 5.23
H: -1.13 8.72 5.03
H: -1.46 8.64 2.67
H: -3.15 8.32 3.14
H: -4.53 3.75 2.26
H: -3.14 3.18 3.23
H: -3.11 2.82 1.56
C: -5.02 0.27 -0.99
C: -5.58 0.74 0.27
O: -7.02 0.57 0.15
C: -7.46 -0.61 0.64
O: -6.76 -1.46 1.13
O: -8.76 -0.74 0.34
C: -9.44 -2.04 0.42
H: -3.95 0.35 -1.11
H: -5.48 0.74 -1.84
H: -5.29 -0.74 -1.04
H: -5.43 1.83 0.35
H: -5.31 0.23 1.19
H: -9.59 -2.43 -0.62
H: -10.45 -1.86 0.86
H: -8.87 -2.72 1.04
C: 0.22 -0.95 1.56
C: -1.14 -0.41 1.82
O: -1.69 0.28 0.64
C: -1.01 1.36 0.16
O: -0.14 1.95 0.77
O: -1.47 1.59 -1.04
C: -0.98 2.75 -1.67
H: 0.63 -1.43 2.44
H: 0.87 -0.11 1.30
H: 0.25 -1.71 0.77
H: -1.21 0.24 2.69
H: -1.88 -1.21 1.90
H: 0.14 2.81 -1.70
H: -1.29 3.65 -1.17
H: -1.39 2.72 -2.69

Mulliken population analysis, charges in e, atoms 1 to 5: C -0.53; C 0.31; O 1.32; P -0.76; O -0.65



The following is a quantum chemistry calculation of C41H39Br2F5N3O8TaTe as an isolated structure at a distorted geometry, from OMol25.

Results
E_HOMO ... -8.126 eV
Net charge ... 0
LUMO ... -0.0691 Ha
Gap between HOMO and LUMO ... 6.25 eV
Energy above the lowest of the compared OMol25 structures with the same formula, charge and spin ... 499.8 kJ/mol

Cartesian coordinates (Å):
Ta: 0.78 0.52 0.38
O: 4.57 2.45 0.19
C: 4.10 3.70 0.19
C: 4.96 4.69 0.69
C: 4.61 6.02 0.67
C: 3.40 6.41 0.13
C: 2.53 5.45 -0.36
C: 2.85 4.10 -0.32
C: 1.82 3.12 -0.87
O: 1.26 2.26 0.04
N: 2.42 2.34 -1.97
N: 1.73 1.26 -2.38
C: 1.59 1.05 -3.64
C: 1.04 -0.15 -4.20
Br: 1.22 -1.73 -3.16
C: 0.50 -0.28 -5.43
C: 0.18 0.77 -6.38
C: -0.21 2.06 -6.01
C: -0.55 2.99 -6.97
C: -0.51 2.67 -8.31
C: -0.11 1.39 -8.70
C: 0.22 0.46 -7.74
H: 3.87 1.77 0.16
H: 5.90 4.35 1.10
H: 5.29 6.76 1.08
H: 3.12 7.45 0.08
H: 1.59 5.75 -0.79
H: 0.99 3.73 -1.30
H: 2.75 2.95 -2.72
H: 1.96 1.78 -4.37
H: 0.25 -1.28 -5.75
H: -0.28 2.31 -4.96
H: -0.87 3.98 -6.66
H: -0.78 3.40 -9.05
H: -0.07 1.13 -9.74
H: 0.53 -0.53 -8.05
C: 0.50 2.05 4.53
C: 0.00 0.83 3.74
C: -0.71 -0.17 4.65
O: 1.09 0.23 3.05
C: -1.03 1.30 2.68
O: -2.10 1.72 3.01
O: -0.59 1.19 1.46
H: 1.18 1.73 5.31
H: -0.35 2.56 4.98
H: 1.02 2.73 3.86
H: -0.02 -0.56 5.40
H: -1.10 -1.00 4.06
H: -1.54 0.33 5.14
H: 1.90 0.36 3.58
C: -4.89 -1.03 4.64
C: -4.13 -1.64 3.50
C: -4.41 -1.22 2.20
C: -3.75 -1.78 1.12
C: -2.81 -2.77 1.32
C: -2.50 -3.17 2.62
N: -1.59 -4.21 2.84
C: -0.73 -4.69 1.87
C: -0.74 -6.06 1.58
C: 0.12 -6.60 0.65
C: 1.04 -5.79 -0.01
C: 1.11 -4.45 0.31
C: 0.23 -3.88 1.24
C: 0.49 -2.45 1.51
O: 1.72 -2.30 1.94
O: -0.27 -1.51 1.33
C: -3.16 -2.61 3.72
C: -2.80 -3.10 5.10
H: -5.70 -0.41 4.28
H: -4.23 -0.40 5.24
H: -5.31 -1.80 5.29
H: -5.15 -0.46 2.04
H: -3.99 -1.46 0.12
H: -2.33 -3.25 0.49
H: -1.95 -4.93 3.46
H: -1.46 -6.69 2.09
H: 0.07 -7.66 0.43
H: 1.70 -6.20 -0.75
H: 1.85 -3.83 -0.18
H: -1.73 -3.30 5.16
H: -3.33 -4.02 5.33
H: -3.06 -2.36 5.86
Br: -4.21 0.43 -4.44
C: -2.87 0.45 -3.09
C: -2.31 1.66 -2.70
C: -1.31 1.66 -1.74
C: -0.84 0.48 -1.16
C: -1.45 -0.70 -1.56
C: -2.46 -0.73 -2.51
H: -2.64 2.58 -3.16
H: -0.90 2.60 -1.42
H: -1.13 -1.64 -1.13
H: -2.91 -1.67 -2.80
F: 5.04 -0.52 1.58
Te: 3.19 -1.10 1.49
F: 3.39 -0.81 3.43
F: 4.06 -2.76 2.04
F: 1.51 -1.04 -0.31
F: 3.80 -1.82 -0.20
O: 2.82 0.57 1.04

Mulliken population analysis, charges in e, atoms 1 to 5: Ta 1.65; O -0.61; C 0.52; C -0.51; C -0.39



The following is a quantum chemistry calculation of C21H47IrO2P3 as an isolated structure at a distorted geometry, from OMol25.

Results
E_HOMO (spin up / spin down) ... -16.128 / -16.696 eV
Net charge ... +3
⟨S²⟩ ... 6.03
Multiplicity ... 5
LUMO (spin up / spin down) ... -0.3226 / -0.4742 Ha
Gap between HOMO and LUMO (spin up / spin down) ... 7.35 / 3.79 eV

Cartesian coordinates (Å):
Ir: -0.78 -0.22 -0.91
P: -1.18 0.76 -2.86
P: -1.52 1.08 0.82
P: -2.08 -2.06 -0.67
H: 2.11 0.41 0.37
C: 1.92 -0.64 0.12
C: 1.05 -0.82 -1.10
H: 1.49 -0.17 -1.86
C: -0.02 2.15 -3.09
C: -2.86 1.43 -3.08
C: -0.91 -0.40 -4.24
C: -1.16 0.83 2.59
C: -1.08 2.81 0.48
C: -3.36 1.11 0.75
C: -1.42 -3.45 -1.66
C: -3.82 -1.87 -1.19
C: -2.12 -2.65 1.06
H: 2.88 -1.11 -0.10
H: 1.09 -1.84 -1.47
H: 0.70 1.88 -3.87
H: 0.53 2.35 -2.16
H: -0.58 3.05 -3.38
H: -3.04 2.25 -2.37
H: -3.62 0.65 -2.93
H: -2.94 1.82 -4.10
H: 0.08 -0.87 -4.14
H: -0.94 0.17 -5.19
H: -1.68 -1.17 -4.25
H: -1.59 1.66 3.18
H: -0.07 0.81 2.74
H: -1.58 -0.12 2.93
H: -1.72 3.47 1.08
H: -1.21 3.05 -0.58
H: -0.03 2.97 0.75
H: -3.79 0.60 1.62
H: -3.76 0.64 -0.15
H: -3.71 2.15 0.76
H: -2.26 -3.98 -2.13
H: -0.87 -4.14 -1.01
H: -0.75 -3.07 -2.44
H: -4.18 -2.86 -1.50
H: -3.90 -1.18 -2.03
H: -4.42 -1.51 -0.35
H: -2.37 -3.72 1.08
H: -2.88 -2.09 1.63
H: -1.14 -2.51 1.54
C: 1.60 -2.59 1.66
C: 1.57 -2.98 3.01
C: 1.34 -4.31 3.31
C: 1.14 -5.24 2.28
C: 1.24 -4.85 0.94
C: 1.57 -3.53 0.62
O: 1.50 -1.22 1.47
H: -0.01 -0.47 0.99
H: 1.70 -2.21 3.77
H: 1.30 -4.63 4.35
H: 0.91 -6.28 2.52
H: 1.10 -5.57 0.13
H: 1.76 -3.23 -0.41
C: 3.38 2.50 2.97
C: 2.37 3.21 2.09
O: 2.37 2.73 0.74
C: 3.39 3.23 -0.13
C: 3.20 4.68 -0.55
H: 3.27 1.41 2.93
H: 3.23 2.82 4.01
H: 4.41 2.76 2.69
H: 1.36 3.01 2.46
H: 2.56 4.30 2.10
H: 4.38 3.11 0.35
H: 3.34 2.58 -1.01
H: 3.24 5.36 0.31
H: 4.00 4.96 -1.23
H: 2.25 4.82 -1.07

Mulliken population analysis, charges in e, atoms 1 to 5: Ir -0.08; P 1.17; P 1.33; P 1.16; H 0.49



The following is a quantum chemistry calculation of a 2-piece molecular cluster, C4H10O overall, from OMol25.

Results
E_HOMO ... -9.430 eV
Net charge ... 0
LUMO ... 0.0333 Ha
Gap between HOMO and LUMO ... 10.34 eV
SMILES string ... C=C(C)C.O
Energy above the lowest of the compared OMol25 structures with the same formula, charge and spin ... 80.4 kJ/mol

Cartesian coordinates (Å):
C: -0.30 -0.49 1.45
C: -0.41 -0.13 0.17
C: -0.95 1.21 -0.25
C: -0.14 -1.09 -0.96
H: -0.02 -1.50 1.72
H: -0.61 0.18 2.25
H: -0.98 1.93 0.57
H: -0.38 1.65 -1.08
H: -1.98 1.06 -0.60
H: -1.10 -1.42 -1.36
H: 0.41 -0.63 -1.78
H: 0.40 -1.99 -0.64
O: 2.01 0.78 0.07
H: 1.50 0.35 0.78
H: 2.52 0.07 -0.33

Mulliken population analysis, charges in e, atoms 1 to 5: C -0.88; C 0.81; C -1.27; C -1.32; H 0.29



The following is a quantum chemistry calculation of C20H18BCoF4N10Sb as an isolated structure at a distorted geometry, from OMol25.

Results
E_HOMO (spin up / spin down) ... -3.568 / -3.588 eV
Net charge ... -2
⟨S²⟩ ... 3.76
Multiplicity ... 4
LUMO (spin up / spin down) ... 0.1529 / 0.1452 Ha
Gap between HOMO and LUMO (spin up / spin down) ... 7.73 / 7.54 eV

Cartesian coordinates (Å):
Co: -0.35 0.27 -0.01
C: 3.92 0.64 -1.98
Sb: 2.89 -0.06 -0.16
C: 4.39 0.90 1.13
C: 3.99 -1.93 -0.23
H: 5.00 0.60 -1.85
H: 3.63 1.66 -2.20
H: 3.64 0.01 -2.81
H: 5.40 0.70 0.78
H: 4.27 0.52 2.14
H: 4.22 1.97 1.15
H: 5.06 -1.75 -0.27
H: 3.67 -2.48 -1.11
H: 3.74 -2.51 0.65
N: 0.25 -0.06 -5.24
C: -0.14 -0.70 -4.07
C: 0.29 -0.25 -2.83
N: -0.08 -0.85 -1.68
C: -0.80 -1.99 -1.83
C: -1.17 -2.45 -3.08
N: -0.87 -1.81 -4.22
H: 0.48 0.91 -5.15
H: -0.34 -0.28 -6.03
H: 0.93 0.62 -2.76
H: -1.08 -2.51 -0.93
H: -1.71 -3.38 -3.19
N: -10.12 -0.77 1.20
C: -8.98 -0.64 1.09
C: -7.59 -0.48 0.93
C: -6.77 -1.59 0.70
C: -5.42 -1.43 0.50
C: -4.83 -0.15 0.53
C: -5.66 0.95 0.81
C: -7.01 0.80 1.01
C: -3.46 0.01 0.28
C: -2.27 0.12 0.02
H: -7.21 -2.58 0.68
H: -4.78 -2.28 0.33
H: -5.21 1.93 0.88
H: -7.64 1.65 1.22
F: 1.19 -3.67 -0.01
B: 0.59 -3.16 1.14
F: 0.49 -1.74 0.98
F: -0.67 -3.68 1.29
F: 1.38 -3.43 2.23
N: -0.78 3.41 5.63
C: -0.43 2.72 4.76
N: 0.09 1.95 3.89
C: -0.12 1.47 2.76
N: -0.11 0.95 1.71
N: -0.04 4.72 -4.61
C: -0.17 4.31 -3.53
N: -0.33 3.97 -2.31
C: -0.13 2.93 -1.65
N: 0.10 2.02 -0.94

Mulliken population analysis, charges in e, atoms 1 to 5: Co -0.02; C -1.44; Sb 0.60; C -1.35; C -1.39



Question: Which value of net charge does entry 2 give?
Answer: 0